Record 1
71
Properties=species:S:1:pos:R:3:mulliken_charge:R:1 method="wB97M-V/def2-TZVPD" energy_ev=-52107.027 relative_energy_kcal_mol=10.34 multiplicity=1 total_charge=+1 lumo_ev=-3.42 homo_energy_ha=-0.3997
Ba -0.81 -0.41 -0.39 1.8035
P 2.39 -0.63 -0.19 0.0476
O -6.18 5.23 0.21 -0.5453
O -5.07 6.73 -0.87 -0.5453
O -4.52 -3.22 2.21 -0.4467
O -0.42 -2.37 -1.20 -0.7843
N -2.87 1.26 -0.24 -0.3652
N -0.44 2.56 0.20 0.0918
N -1.40 -2.67 -0.27 0.0026
N -3.46 -2.97 1.32 -0.0719
N -5.18 5.64 -0.35 0.9050
C -5.25 2.63 -0.54 -0.5042
C -1.83 -3.86 -0.18 0.3880
C -1.34 -4.99 -1.01 -1.5721
C 0.78 4.63 0.49 -1.3428
C 0.69 3.23 0.41 -0.2421
C -5.24 1.27 -0.60 -0.8742
C -1.59 3.31 0.06 -0.3409
C -2.88 2.62 -0.17 -0.4543
C -2.97 -4.05 0.83 0.5201
C 4.38 0.94 -1.66 -1.6178
C -1.58 4.69 0.12 1.4652
C 2.71 -3.38 -0.10 -1.5919
C 2.90 0.59 -1.49 1.0266
C -0.36 5.36 0.34 -0.6309
C 2.55 -1.02 2.52 -1.7344
C -3.95 4.79 -0.23 0.3915
C -2.81 5.43 -0.06 -1.0945
C -4.06 3.35 -0.31 0.7965
C 4.12 0.80 1.72 -1.5858
C -4.01 0.62 -0.44 -0.0516
C 2.33 0.09 -2.83 -1.5790
C 3.45 -2.09 -0.52 0.5911
C 2.80 0.07 1.46 1.3012
C -3.46 -5.43 1.14 -1.3928
C 4.88 -2.10 0.03 -1.6463
H 3.51 -2.09 -1.61 0.3656
H 4.20 1.73 1.15 0.3010
H 5.43 -2.96 -0.37 0.4820
H 4.89 -2.20 1.12 0.2492
H 2.37 1.51 -1.23 0.0127
H 4.98 0.18 1.48 0.2283
H 2.10 0.93 -3.50 0.4240
H -0.70 -4.61 -1.80 0.3539
H 1.59 2.64 0.53 0.6320
H -4.73 -2.34 2.54 0.3489
H 1.73 5.10 0.67 0.4405
H -6.14 0.71 -0.77 0.4383
H -3.97 -0.48 -0.46 0.2521
H -2.17 -5.54 -1.45 0.4446
H 4.51 1.72 -2.41 0.4590
H 1.42 -0.51 -2.74 0.3572
H 2.50 -0.56 3.51 0.4637
H -2.81 6.52 -0.03 0.5120
H -3.79 -5.50 2.17 0.4536
H 4.86 1.28 -0.74 0.3285
H 4.19 1.07 2.78 0.4837
H 1.69 -3.41 -0.48 0.2195
H -0.35 6.44 0.39 0.4658
H -2.68 -6.16 0.96 0.3504
H 3.05 -0.54 -3.35 0.3690
H 5.45 -1.20 -0.23 0.2776
H 1.99 0.81 1.59 0.1263
H 4.93 0.07 -2.02 0.2907
H -6.18 3.16 -0.65 0.5077
H 2.68 -3.47 0.99 0.2709
H 3.24 -4.26 -0.48 0.4786
H 3.37 -1.74 2.54 0.2522
H -0.76 -5.70 -0.41 0.3566
H 1.64 -1.58 2.37 0.3923
H -4.31 -5.68 0.51 0.2954

Record 2
14
Properties=species:S:1:pos:R:3:mulliken_charge:R:1 method="wB97M-V/def2-TZVPD" energy_ev=-18067.993 relative_energy_kcal_mol=55.33 multiplicity=1 total_charge=+1 lumo_ev=-4.06 homo_energy_ha=-0.4665
S -2.48 1.58 0.18 -0.2009
N 1.41 0.52 0.08 -0.1570
N 0.07 -1.43 0.31 -0.1336
C 1.23 -0.78 0.27 0.0020
C 0.45 1.49 -0.21 -0.6179
C -1.21 -0.81 0.00 -0.3435
C -1.28 0.69 0.06 0.0992
H 2.06 -1.44 0.53 0.3791
H 2.39 0.93 -0.14 0.3251
H -1.50 -1.16 -1.11 0.2875
H 0.45 2.30 0.47 0.3869
H -2.11 -1.19 0.65 0.3501
H -0.01 -2.43 0.22 0.2765
H 0.53 1.73 -1.29 0.3468

Record 3
119
Properties=species:S:1:pos:R:3:mulliken_charge:R:1 method="wB97M-V/def2-TZVPD" energy_ev=-90431.718 s2=9.3386 multiplicity=6 total_charge=+2 lumo_ev="-4.42 / -4.82" homo_energy_ha="-0.4920 / -0.4920"
Dy 0.23 -0.11 -1.04 -0.5455
S 3.57 -3.29 0.84 -0.5025
N -1.04 2.76 -0.62 0.7478
N -2.32 1.63 1.46 0.8139
N 1.35 1.54 0.41 0.7515
N 0.48 2.18 1.27 1.1822
N 2.03 -1.53 -0.65 -0.2008
N -2.56 0.28 1.36 -0.5371
N 1.55 -3.20 3.17 0.4343
N -0.67 2.03 -1.72 0.6807
N -0.15 -1.61 1.47 0.9403
N 0.87 -1.47 -3.34 -0.3765
N -2.28 -0.66 -1.58 0.2634
C -4.88 4.07 1.29 -1.7067
C -1.40 5.21 -0.07 2.4046
C 4.64 0.51 0.97 -1.3521
C -4.21 3.90 3.69 -1.7236
C 1.31 2.85 4.62 -1.6162
C -3.52 -2.47 1.86 -0.6637
C 4.61 2.44 -0.63 -1.6394
C 3.78 1.33 0.01 0.9977
C -0.16 6.10 0.05 -1.6659
C -0.53 2.89 -2.74 -0.0681
C 0.34 -3.83 2.61 -1.2649
C 0.89 -1.01 2.33 0.4928
C -0.04 -3.06 1.34 -0.6256
C -3.77 0.05 1.85 -0.3795
C -0.91 1.25 -4.56 -0.7859
C 1.21 2.90 2.15 -0.1926
C 2.55 2.75 1.83 -1.3403
C -2.58 6.04 -0.60 -1.6658
C -0.68 -3.13 -2.36 1.6571
C 1.20 -1.82 3.58 -1.3195
C 2.59 1.90 0.74 -0.3486
C -3.76 3.67 2.25 1.4650
C -0.68 3.92 3.55 -0.9361
C -4.47 -1.27 1.86 0.0548
C -1.10 4.06 -0.96 -0.3271
C -1.95 -2.64 -3.05 -1.2445
C -3.42 2.23 2.00 0.7677
C -0.07 2.44 -4.09 -0.0953
C -0.81 4.18 -2.31 -1.0373
C -2.88 -1.92 -2.08 -0.6393
C 0.59 -2.92 -3.18 -1.5068
C 1.42 2.10 -3.98 -1.0854
C 0.81 3.64 3.40 0.5194
C -5.41 -1.34 0.65 -1.4990
C -4.35 1.24 2.27 -1.1068
C 2.73 -2.27 -0.06 0.3877
B -1.00 1.93 0.70 1.1685
H -1.00 -3.45 0.99 0.5101
H -2.90 4.31 2.06 -0.5730
H 5.48 0.05 0.44 0.4167
H -1.71 -1.97 -3.88 0.3866
H -2.92 -2.45 2.76 0.3209
H 1.82 -0.90 1.76 0.0565
H -1.66 4.83 0.92 -1.4687
H 2.04 -1.36 4.10 0.4715
H -5.81 3.55 1.53 0.4327
H -6.02 -2.24 0.70 0.4636
H -0.55 -2.58 -1.41 -1.4637
H 0.80 1.89 4.69 0.3199
H 5.02 3.10 0.13 0.3478
H -3.46 3.56 4.40 0.3670
H 1.96 2.99 -3.67 0.3962
H -6.07 -0.48 0.62 0.4227
H -4.84 -1.36 -0.28 0.2345
H -2.29 6.59 -1.49 0.4083
H 1.58 1.31 -3.22 0.0024
H 4.02 3.02 -1.32 0.3584
H -4.09 -3.39 1.84 0.5703
H 0.50 -3.42 -4.14 0.4599
H 0.70 5.54 0.41 0.2713
H -5.14 3.37 3.90 0.3747
H -0.89 0.46 -3.81 -0.3728
H 1.35 4.59 3.38 0.4707
H 2.38 2.67 4.56 0.4322
H -0.45 -3.81 3.36 0.4108
H -1.94 1.57 -4.70 0.3603
H 0.55 -0.01 2.62 -0.3338
H 0.55 -4.86 2.35 0.4164
H -0.78 5.08 -2.88 0.6777
H -2.50 -3.49 -3.47 0.5207
H 1.80 1.76 -4.94 0.4682
H -5.09 -1.31 2.76 0.5714
H -2.88 -2.43 0.98 -0.6048
H 2.31 -3.18 2.39 -0.3104
H -4.62 3.83 0.26 0.2847
H -3.84 -1.73 -2.59 0.4823
H -2.89 6.75 0.15 0.4595
H -1.07 -1.36 1.83 -0.4796
H 1.43 -3.36 -2.64 0.4182
H -3.08 -2.58 -1.23 0.2139
H 3.39 0.67 -0.78 -0.3641
H -0.98 4.66 2.82 0.1142
H 1.12 3.42 5.52 0.4638
H -3.43 5.41 -0.85 0.3295
H -2.60 0.09 -2.20 0.2898
H -0.54 0.88 -5.51 0.5121
H -2.69 -0.43 -0.67 -0.2671
H -1.26 3.01 3.42 0.1227
H 0.71 -3.29 0.59 0.3587
H -0.36 6.91 0.76 0.4570
H -0.81 0.80 0.29 -0.7588
H -5.32 1.36 2.70 0.7117
H -0.77 -4.19 -2.13 0.6632
H 5.44 2.00 -1.18 0.4697
H 1.87 -1.37 -3.52 0.2861
H -0.87 4.32 4.54 0.5602
H -0.20 3.27 -4.79 0.5398
H 4.06 -0.29 1.43 0.1398
H -4.38 4.96 3.85 0.4532
H -5.07 5.14 1.36 0.4193
H 1.92 -3.74 3.96 0.4129
H 0.41 -1.17 -4.21 0.2293
H 5.04 1.14 1.76 0.3584
H 3.38 3.22 2.33 0.8477
H 0.09 6.55 -0.91 0.4129
H 0.34 -1.86 4.26 0.3346

Record 4
13
Properties=species:S:1:pos:R:3:mulliken_charge:R:1 method="wB97M-V/def2-TZVPD" energy_ev=-6324.886 relative_energy_kcal_mol=6.50 multiplicity=1 total_charge=0 lumo_ev=1.06 homo_energy_ha=-0.3621
O 2.11 -0.73 -1.39 -0.4738
C -1.78 0.02 0.30 -1.2065
C 0.76 0.14 0.40 -0.5512
C 2.05 -0.17 -0.33 -0.0011
C -0.47 0.03 -0.49 -0.2722
H 2.98 0.13 0.20 0.3355
H 0.70 -0.57 1.24 0.2807
H 0.85 1.13 0.87 0.3214
H -0.38 -0.88 -1.09 0.3081
H -0.47 0.87 -1.20 0.2841
H -1.82 -0.84 0.98 0.3275
H -2.64 -0.05 -0.38 0.3382
H -1.90 0.93 0.90 0.3092

Record 5
13
Properties=species:S:1:pos:R:3:mulliken_charge:R:1 method="wB97M-V/def2-TZVPD" energy_ev=-14513.580 relative_energy_kcal_mol=18.25 multiplicity=1 total_charge=+1 lumo_ev=-6.53 homo_energy_ha=-0.5143
In -1.21 -0.58 0.09 1.1842
O 0.46 -0.57 0.93 -0.5278
O -2.14 0.95 0.83 -0.3681
O -0.57 -0.94 -1.62 -0.4914
C -1.69 1.84 1.55 0.0833
C 0.80 -0.68 -1.48 -0.3556
C 1.31 -1.04 -0.08 -0.3191
H 1.39 -2.15 -0.01 0.3077
H -0.80 2.42 1.25 0.2642
H 1.40 -1.24 -2.23 0.3429
H 2.34 -0.65 0.04 0.3303
H 1.02 0.40 -1.66 0.2546
H -2.29 2.24 2.39 0.2947

Record 6
19
Properties=species:S:1:pos:R:3:mulliken_charge:R:1 method="wB97M-V/def2-TZVPD" energy_ev=-28873.686 relative_energy_kcal_mol=0.00 multiplicity=1 total_charge=0 lumo_ev=-0.11 homo_energy_ha=-0.3484
I 3.15 0.45 0.44 -0.0198
P 1.23 -0.72 -0.49 0.5984
O 0.89 -1.83 0.58 -0.2524
O 1.68 -1.39 -2.05 -0.6818
C -0.88 0.82 -1.42 -0.3362
C 1.75 -2.96 0.70 -0.7092
C -2.18 2.25 0.01 -0.3770
C -0.15 0.41 -0.31 0.5064
C -1.90 1.74 -1.25 -0.4696
C -1.45 1.83 1.11 -0.5777
C -0.43 0.91 0.95 -0.4637
H -1.66 2.23 2.09 0.3700
H 1.18 -3.73 1.22 0.2203
H 2.64 -2.70 1.27 0.2947
H -2.47 2.06 -2.11 0.3816
H 0.15 0.58 1.81 0.3705
H 2.04 -3.31 -0.29 0.3389
H -0.63 0.41 -2.39 0.4280
H -2.96 2.98 0.13 0.3785